The following is a quantum chemistry calculation of a structure of composition C62H51IKN5O3S2, from the Open Molecules 2025 dataset.

Computed properties:
E_HOMO   -0.22103 Eh
Largest force on an atom   2.07 eV Å⁻¹
Gap between HOMO and LUMO   6.090 eV
Calculated total energy   -4586.68520 hartree

```
! wB97M-V def2-TZVPD RIJCOSX def2/J DEFGRID3
* xyz 0 1
K -0.957 0.715 -1.441
N -0.590 4.848 -3.647
C -1.138 3.960 -2.796
N -1.494 2.757 -3.112
C -1.246 2.299 -4.407
N -1.397 1.075 -4.784
N -1.568 0.102 -3.830
C -2.211 -0.936 -4.151
C -2.271 -2.103 -3.230
C -2.578 -3.357 -3.743
C -2.649 -4.439 -2.882
C -2.431 -4.235 -1.529
C -2.126 -2.949 -1.103
N -2.043 -1.906 -1.926
C -0.783 3.262 -5.426
C -0.655 2.944 -6.780
C -0.180 3.878 -7.676
C 0.182 5.151 -7.230
C 0.058 5.486 -5.898
C -0.433 4.541 -4.998
H -0.271 5.733 -3.297
H -1.269 4.294 -1.765
H -2.731 -1.025 -5.106
H -2.742 -3.478 -4.808
H -2.877 -5.428 -3.262
H -2.494 -5.050 -0.820
H -1.942 -2.731 -0.051
H -0.929 1.944 -7.093
H -0.081 3.624 -8.725
H 0.560 5.885 -7.931
H 0.339 6.474 -5.546
I 1.996 2.675 -1.619
C 1.755 4.124 -0.112
C 2.762 5.029 0.055
C 2.618 6.039 1.036
C 1.482 6.104 1.788
C 0.432 5.162 1.614
C -0.755 5.243 2.390
C -1.751 4.330 2.198
C -1.596 3.296 1.235
C -0.472 3.121 0.440
C 0.547 4.112 0.648
H 3.656 4.982 -0.553
H 3.413 6.763 1.174
H 1.361 6.886 2.531
H -0.854 6.037 3.123
H -2.662 4.396 2.792
H -2.433 2.594 1.143
C -3.274 1.856 6.578
C -2.524 1.438 5.336
C -1.156 1.673 5.212
C -0.464 1.278 4.076
C -1.149 0.634 3.060
C -2.510 0.405 3.146
C -3.190 0.804 4.287
S -0.252 0.135 1.600
O -1.305 -0.225 0.584
C 0.289 -1.480 2.238
C -0.605 -2.336 2.935
C -0.211 -3.582 3.301
C 1.097 -4.051 3.007
C 1.517 -5.355 3.372
C 2.771 -5.796 3.062
C 3.669 -4.951 2.367
C 3.291 -3.691 2.001
C 1.993 -3.206 2.313
C 1.555 -1.900 1.911
C 2.502 -1.081 1.081
C 3.545 -0.333 1.702
C 3.590 -0.139 3.108
C 4.595 0.592 3.675
C 5.613 1.157 2.869
C 5.588 0.991 1.516
C 4.550 0.250 0.894
C 4.489 0.092 -0.514
C 3.439 -0.544 -1.096
C 2.444 -1.131 -0.287
S 1.022 -1.872 -1.133
O 1.073 -1.319 -2.524
C 1.596 -3.567 -1.198
C 0.983 -4.506 -0.385
C 1.448 -5.817 -0.379
C 2.517 -6.192 -1.180
C 3.053 -7.601 -1.153
C 3.096 -5.234 -2.023
C 2.642 -3.927 -2.039
H -2.687 2.554 7.175
H -3.500 0.988 7.204
H -4.222 2.333 6.324
H -0.628 2.187 6.010
H 0.599 1.489 3.970
H -3.021 -0.069 2.315
H -4.259 0.626 4.363
H -1.605 -1.992 3.171
H -0.900 -4.240 3.823
H 0.820 -6.000 3.899
H 3.078 -6.800 3.336
H 4.664 -5.308 2.123
H 3.980 -3.054 1.456
H 2.810 -0.570 3.728
H 4.616 0.743 4.748
H 6.411 1.725 3.334
H 6.358 1.433 0.890
H 5.272 0.526 -1.128
H 3.334 -0.597 -2.175
H 0.148 -4.212 0.244
H 0.972 -6.553 0.262
H 2.447 -8.247 -0.515
H 4.078 -7.615 -0.773
H 3.074 -8.032 -2.157
H 3.915 -5.526 -2.675
H 3.071 -3.192 -2.714
C -5.718 0.377 -0.267
C -4.936 1.574 0.283
C -4.480 2.260 -0.996
O -4.303 1.211 -1.960
C -4.866 -0.013 -1.463
H -6.715 0.690 -0.588
H -5.825 -0.437 0.450
H -4.065 1.222 0.845
H -5.524 2.232 0.920
H -3.539 2.801 -0.886
H -5.242 2.955 -1.359
H -4.061 -0.683 -1.160
H -5.434 -0.485 -2.264
*
```

These are the Löwdin partial charges, in e, on atoms 1 to 2: K 0.54; N 0.12